1.
Molecular formula: C32H47F6LuN5O4P2S3
Method: DFT, ωB97M-V/def2-TZVPD

Output
highest occupied orbital energy = -9.3 eV
net charge = +1
LUMO energy = -2.2 eV

Positions of all 100 atoms, in Å:
Lu1 0.41709 -0.37164 1.13089
C1 -4.53317 -2.02219 -0.22436
C2 -3.02049 -1.97713 -0.03535
C3 -2.32956 -1.85698 -1.39835
P1 -2.36008 -0.63399 1.09227
C4 -3.48946 -0.64856 2.56299
C5 -2.98659 0.41310 3.54579
C6 -3.56903 -2.02675 3.21156
C7 -2.80247 0.88408 0.21923
C8 -4.13582 1.20694 -0.05868
C9 -4.49112 2.21492 -0.93311
C10 -5.93102 2.54578 -1.21760
C11 -3.44620 2.88125 -1.57601
C12 -2.12903 2.62323 -1.27125
C13 -1.75207 1.66206 -0.30762
N1 -0.42059 1.45078 0.06606
C14 0.44827 2.53952 -0.17160
C15 0.09438 3.85111 0.17232
C16 0.90604 4.91934 -0.14641
C17 2.11292 4.73191 -0.82110
C18 2.96816 5.90794 -1.20887
C19 2.50593 3.43077 -1.08981
C20 1.70915 2.33388 -0.75904
P2 2.20393 0.58255 -0.85377
C21 4.07358 0.51824 -0.74844
C22 4.61467 1.37615 0.40295
C23 4.81330 0.81219 -2.05541
C24 1.86277 0.06187 -2.60557
C25 2.14520 -1.43871 -2.71476
C26 0.41728 0.38908 -2.97988
H1 -4.79879 -2.93436 -0.76267
H2 -4.87397 -1.17890 -0.82216
H3 -5.07537 -2.02442 0.72223
H4 -2.70484 -2.91075 0.44643
H5 -2.72232 -0.99540 -1.94168
H6 -2.51413 -2.74805 -2.00173
H7 -1.25139 -1.73496 -1.29231
H8 -4.48211 -0.36284 2.21236
H9 -1.97692 0.17145 3.88800
H10 -3.64077 0.46275 4.41736
H11 -2.96684 1.39856 3.07723
H12 -2.58274 -2.35751 3.53086
H13 -3.98578 -2.77117 2.53119
H14 -4.21099 -1.98612 4.09322
H15 -4.92928 0.65009 0.42366
H16 -6.60016 1.92175 -0.62634
H17 -6.16363 2.38836 -2.27261
H18 -6.14961 3.58953 -0.98747
H19 -3.67103 3.62550 -2.33212
H20 -1.35985 3.18474 -1.78259
H21 -0.84737 4.01534 0.68144
H22 0.60131 5.92289 0.12817
H23 2.37433 6.66518 -1.72151
H24 3.77906 5.60368 -1.86907
H25 3.40433 6.38151 -0.32694
H26 3.46367 3.28106 -1.56916
H27 4.26935 -0.52656 -0.48553
H28 4.32644 2.42097 0.30638
H29 5.70441 1.32604 0.41030
H30 4.28061 1.01162 1.37000
H31 4.56320 1.78610 -2.47270
H32 4.61590 0.06003 -2.81849
H33 5.88556 0.80522 -1.85483
H34 2.52898 0.62092 -3.26447
H35 1.52075 -1.98898 -2.00318
H36 3.18903 -1.67194 -2.49624
H37 1.92220 -1.79795 -3.72081
H38 -0.28222 -0.06146 -2.27458
H39 0.19132 0.00992 -3.97826
H40 0.24800 1.46581 -2.97309
F1 1.68532 2.86489 3.83630
C27 1.39633 1.74463 3.25228
F2 0.08006 1.73407 2.93008
F3 2.03454 1.66506 2.05660
S1 1.75023 0.08730 4.08320
O1 0.69244 -0.65553 3.39509
O2 1.64720 0.24367 5.48407
N2 3.18057 -0.27612 3.56362
S2 3.40011 -1.40191 2.47963
O3 4.72579 -1.46725 1.99229
O4 2.33442 -1.39632 1.47871
C28 3.15447 -3.00009 3.42430
F4 2.26856 -2.82334 4.41098
F5 2.69221 -3.93516 2.59187
F6 4.29252 -3.40486 3.94011
C29 1.00760 -6.10087 -1.10564
C30 0.10821 -4.86276 -1.07163
C31 -0.01821 -4.26175 0.28572
N3 0.05293 -3.00760 0.55839
N4 -0.14488 -2.70022 1.87019
C32 -0.33761 -3.74606 2.62245
N5 -0.54755 -3.68544 3.95104
S3 -0.35393 -5.22489 1.70556
H41 1.07739 -6.48113 -2.12253
H42 0.60331 -6.89462 -0.47565
H43 2.01254 -5.86103 -0.75811
H44 -0.89455 -5.13484 -1.41394
H45 0.48462 -4.08901 -1.74103
H46 -0.32415 -2.81046 4.40035
H47 -0.48312 -4.51476 4.51432

Atom charges from the Löwdin analysis, given in e for atoms 1 to 99:
1. Lu 1.546
2. C -0.097
3. C -0.525
4. C -0.120
5. P 1.033
6. C -0.534
7. C -0.107
8. C -0.100
9. C -0.313
10. C -0.065
11. C -0.275
12. C -0.046
13. C -0.024
14. C -0.029
15. C -0.317
16. N -0.166
17. C -0.370
18. C -0.036
19. C -0.021
20. C -0.266
21. C -0.043
22. C -0.048
23. C -0.305
24. P 1.058
25. C -0.509
26. C -0.101
27. C -0.099
28. C -0.531
29. C -0.113
30. C -0.103
31. H 0.089
32. H 0.072
33. H 0.068
34. H 0.085
35. H 0.086
36. H 0.086
37. H 0.025
38. H 0.096
39. H 0.057
40. H 0.087
41. H 0.077
42. H 0.044
43. H 0.068
44. H 0.090
45. H 0.097
46. H 0.075
47. H 0.083
48. H 0.083
49. H 0.122
50. H 0.112
51. H 0.126
52. H 0.122
53. H 0.083
54. H 0.077
55. H 0.086
56. H 0.096
57. H 0.088
58. H 0.068
59. H 0.092
60. H 0.036
61. H 0.069
62. H 0.066
63. H 0.087
64. H 0.104
65. H 0.047
66. H 0.069
67. H 0.087
68. H 0.039
69. H 0.089
70. H 0.074
71. F 0.229
72. C -0.618
73. F 0.083
74. F 0.063
75. S 0.627
76. O -0.455
77. O -0.200
78. N -0.261
79. S 0.638
80. O -0.207
81. O -0.494
82. C -0.647
83. F 0.126
84. F 0.141
85. F 0.188
86. C -0.091
87. C -0.228
88. C -0.572
89. N -0.040
90. N -0.133
91. C -0.689
92. N 0.129
93. S 1.159
94. H 0.083
95. H 0.066
96. H 0.085
97. H 0.121
98. H 0.104
99. H 0.101

2.
Molecular formula: C53H35F5N6O5PSW
Method: DFT, ωB97M-V/def2-TZVPD

Output
highest occupied orbital energy = -9.5 eV
net charge = +1
LUMO energy = -3.5 eV

Positions of all 107 atoms, in Å:
W1 -0.89392 -0.19821 1.18543
O1 -2.46614 -0.97900 2.94763
C1 -1.97320 -2.04562 2.58073
O2 -0.73862 -2.08541 2.15328
C2 -2.78752 -3.23632 2.23858
C3 -3.57002 -3.97687 3.10634
C4 -4.33206 -5.01795 2.59712
C5 -4.33492 -5.28326 1.23323
C6 -3.57747 -4.51173 0.36353
C7 -2.78851 -3.48274 0.86231
P1 -1.76392 -2.38945 -0.19999
C8 -0.46549 -3.52994 -0.78667
C9 0.79546 -3.52765 -0.19717
C10 1.76823 -4.42653 -0.61379
C11 1.48482 -5.35134 -1.60621
C12 0.21847 -5.38636 -2.17406
C13 -0.75033 -4.48400 -1.76711
C14 -2.82587 -2.11062 -1.64907
C15 -4.15287 -1.73948 -1.42448
C16 -4.97297 -1.38794 -2.48494
C17 -4.47929 -1.40603 -3.78279
C18 -3.15942 -1.76638 -4.01497
C19 -2.33330 -2.10580 -2.95374
H1 -3.57482 -3.74716 4.16342
H2 -4.93383 -5.62038 3.26413
H3 -4.93987 -6.09094 0.84318
H4 -3.61284 -4.70946 -0.70062
H5 1.00580 -2.85395 0.61925
H6 2.74666 -4.40745 -0.15091
H7 2.24304 -6.05359 -1.92715
H8 -0.01857 -6.11877 -2.93451
H9 -1.73130 -4.52892 -2.22084
H10 -4.54524 -1.71823 -0.41458
H11 -5.99834 -1.09903 -2.29651
H12 -5.12439 -1.14380 -4.61116
H13 -2.77033 -1.78474 -5.02518
H14 -1.30120 -2.37245 -3.14815
N1 2.95535 -0.27944 -0.92629
C20 3.77452 -1.30066 -0.40447
C21 4.78685 -1.87029 -1.15775
C22 5.55762 -2.88528 -0.60593
C23 5.29163 -3.35422 0.67201
C24 4.25340 -2.80107 1.41078
C25 3.51722 -1.75420 0.87872
S1 2.30611 -0.92754 1.85573
N2 1.18976 -0.44851 0.61554
C26 1.65368 -0.14209 -0.55010
C27 0.64691 0.33950 -1.48548
C28 0.93165 0.78483 -2.76830
C29 -0.09763 1.23457 -3.57284
C30 -1.38891 1.19175 -3.07566
C31 -1.60632 0.71267 -1.79976
N3 -0.61182 0.31120 -0.98984
H15 3.24539 0.12909 -1.79823
H16 4.97716 -1.51895 -2.16489
H17 6.36239 -3.31665 -1.18527
H18 5.88831 -4.15010 1.09558
H19 4.02778 -3.16463 2.40566
H20 1.94801 0.79902 -3.13459
H21 0.10540 1.60294 -4.56924
H22 -2.23851 1.50796 -3.66355
H23 -2.60112 0.64716 -1.39279
C32 4.44705 3.04927 -3.35338
O3 4.34243 2.37369 -2.10837
C33 4.14247 3.14717 -0.99698
C34 3.83600 4.50113 -1.03872
C35 3.63961 5.19206 0.15168
C36 3.68765 4.53613 1.36959
C37 4.05116 3.18944 1.40727
C38 4.28391 2.50446 0.23271
N4 3.46227 5.34173 2.54440
N5 2.69612 4.99019 3.45531
C39 1.92589 3.78252 3.34492
C40 2.06203 2.82459 4.31544
C41 1.41662 1.57805 4.22455
C42 0.62457 1.31733 3.13589
O4 0.00477 0.15727 2.90546
C43 0.39457 2.33345 2.18976
N6 -0.47500 1.99293 1.19217
C44 -0.83252 2.93672 0.34373
C45 -0.33274 4.24659 0.40813
C46 0.58623 4.57792 1.36222
C47 0.99114 3.59681 2.29460
H24 4.70115 2.29240 -4.09098
H25 5.23662 3.80237 -3.32664
H26 3.50241 3.52550 -3.63010
H27 3.76657 5.03448 -1.97537
H28 3.43052 6.25445 0.13583
H29 4.16282 2.67891 2.35325
H30 4.59264 1.46784 0.25185
H31 2.72685 3.02534 5.14618
H32 1.55441 0.82229 4.98539
H33 -1.56073 2.67679 -0.41070
H34 -0.69054 4.97559 -0.30495
H35 0.97937 5.58301 1.42604
F1 -5.88235 4.69708 2.12263
C48 -5.11074 3.66662 1.79254
C49 -5.26435 3.03769 0.57026
F2 -6.19209 3.45692 -0.28746
C50 -4.45008 1.97240 0.23835
F3 -4.63207 1.38396 -0.95785
C51 -3.45552 1.48505 1.09008
O5 -2.73298 0.42679 0.69686
C52 -3.33319 2.13409 2.32145
F4 -2.40908 1.75407 3.20560
C53 -4.14061 3.20623 2.66374
F5 -3.97398 3.80115 3.84098

Atom charges from the Löwdin analysis, given in e for atoms 1 to 99:
1. W 1.699
2. O 0.052
3. C -0.602
4. O -0.218
5. C -0.131
6. C 0.003
7. C -0.051
8. C -0.054
9. C -0.062
10. C -0.249
11. P 1.127
12. C -0.308
13. C -0.080
14. C -0.054
15. C -0.062
16. C -0.063
17. C -0.098
18. C -0.365
19. C -0.091
20. C -0.064
21. C -0.065
22. C -0.075
23. C -0.114
24. H 0.128
25. H 0.113
26. H 0.111
27. H 0.110
28. H 0.052
29. H 0.094
30. H 0.110
31. H 0.111
32. H 0.100
33. H 0.120
34. H 0.114
35. H 0.110
36. H 0.110
37. H 0.107
38. N 0.145
39. C -0.254
40. C -0.004
41. C -0.063
42. C -0.076
43. C -0.093
44. C -0.460
45. S 1.105
46. N -0.312
47. C -0.328
48. C -0.166
49. C 0.025
50. C -0.016
51. C -0.013
52. C -0.129
53. N -0.024
54. H 0.118
55. H 0.121
56. H 0.112
57. H 0.113
58. H 0.118
59. H 0.113
60. H 0.123
61. H 0.127
62. H 0.092
63. C -0.076
64. O -0.117
65. C -0.276
66. C -0.007
67. C -0.024
68. C -0.276
69. C -0.006
70. C 0.007
71. N 0.088
72. N 0.091
73. C -0.231
74. C -0.001
75. C 0.022
76. C -0.353
77. O -0.281
78. C -0.139
79. N 0.018
80. C -0.088
81. C -0.006
82. C 0.027
83. C -0.087
84. H 0.093
85. H 0.103
86. H 0.092
87. H 0.107
88. H 0.122
89. H 0.122
90. H 0.111
91. H 0.126
92. H 0.130
93. H 0.107
94. H 0.117
95. H 0.124
96. F 0.140
97. C -0.139
98. C -0.139
99. F 0.135

3.
Molecular formula: C68H74BrO4P4Tl
Method: DFT, ωB97M-V/def2-TZVPD

Output
highest occupied orbital energy = -6.4 eV
LUMO energy = 0.3 eV

Positions of all 152 atoms, in Å:
Tl1 0.18375 -0.99037 -0.58961
C1 -3.91322 -4.40645 5.36728
C2 -4.85501 -3.56215 4.49516
C3 -5.77320 -4.48645 3.68163
C4 -5.74112 -2.71862 5.41479
C5 -4.01480 -2.69960 3.55749
C6 -3.25918 -3.29285 2.55475
C7 -2.50267 -2.50779 1.71620
Br1 -1.53693 -3.44171 0.31690
C8 -2.38103 -1.09387 1.77657
O1 -1.68247 -0.42177 0.92990
C9 -3.13009 -0.50879 2.84902
C10 -3.92300 -1.31544 3.65842
C11 -3.20838 1.01244 3.09693
C12 -4.45949 1.52648 2.36513
C13 -3.34348 1.31976 4.60079
C14 -1.98757 1.80016 2.60492
H1 -4.48247 -5.09054 6.00215
H2 -3.31308 -3.75618 6.00597
H3 -3.23001 -4.99244 4.75203
H4 -6.41970 -5.05929 4.35051
H5 -5.20516 -5.19152 3.07496
H6 -6.40297 -3.89592 3.01416
H7 -6.36932 -3.37385 6.02097
H8 -6.39710 -2.06537 4.83628
H9 -5.14715 -2.10409 6.09307
H10 -3.25519 -4.36446 2.40414
H11 -4.50468 -0.82275 4.42417
H12 -5.34475 0.98591 2.70406
H13 -4.35567 1.36302 1.28939
H14 -4.61527 2.59389 2.55131
H15 -4.34950 1.12091 4.97191
H16 -3.13398 2.37612 4.78003
H17 -2.63572 0.72608 5.18067
H18 -1.82617 1.65809 1.54266
H19 -1.08931 1.47207 3.13348
H20 -2.13310 2.86575 2.80806
O2 0.34526 1.35302 -2.07663
P1 -0.29796 2.16452 -3.13102
C15 -0.86177 1.18541 -4.59300
P2 -1.92458 -0.23258 -4.06904
O3 -1.40584 -0.92535 -2.87008
C16 -1.95704 -1.36115 -5.49097
C17 -0.73805 -1.82374 -5.98299
C18 -0.70702 -2.84310 -6.91868
C19 -1.89389 -3.40801 -7.36593
C20 -3.10937 -2.94359 -6.88767
C21 -3.14319 -1.92551 -5.94605
C22 -3.59630 0.41002 -3.84427
C23 -4.18389 0.18437 -2.60360
C24 -5.48502 0.60412 -2.37350
C25 -6.19367 1.24271 -3.38022
C26 -5.60258 1.47948 -4.61480
C27 -4.30355 1.06320 -4.85034
C28 -1.71168 3.08734 -2.50284
C29 -2.03736 2.89576 -1.16401
C30 -3.06446 3.63121 -0.59284
C31 -3.76339 4.54913 -1.36203
C32 -3.45078 4.72720 -2.70477
C33 -2.41897 4.00280 -3.27681
C34 0.88194 3.38451 -3.76790
C35 1.00956 4.59647 -3.09515
C36 2.05329 5.45413 -3.40326
C37 2.97382 5.10267 -4.38040
C38 2.84873 3.89724 -5.05594
C39 1.80824 3.03648 -4.74478
H21 0.03020 0.75823 -5.05355
H22 -1.37751 1.81520 -5.31928
H23 0.18913 -1.40259 -5.61508
H24 0.24098 -3.21125 -7.28894
H25 -1.86783 -4.21662 -8.08446
H26 -4.03298 -3.38744 -7.23506
H27 -4.08816 -1.57347 -5.55084
H28 -3.60786 -0.31813 -1.83374
H29 -5.94888 0.42871 -1.41158
H30 -7.21392 1.55873 -3.20425
H31 -6.16051 1.98413 -5.39309
H32 -3.84404 1.23390 -5.81822
H33 -1.48535 2.16275 -0.58510
H34 -3.31700 3.48084 0.44918
H35 -4.55671 5.14041 -0.92275
H36 -4.00516 5.43703 -3.30521
H37 -2.15322 4.15256 -4.31793
H38 0.28780 4.85510 -2.32910
H39 2.15603 6.39517 -2.87844
H40 3.79504 5.76744 -4.61429
H41 3.56640 3.62691 -5.81943
H42 1.72220 2.08737 -5.25927
C40 2.77873 -1.00661 3.69951
P3 2.26769 -1.08146 1.89633
C41 2.70765 0.54593 1.16525
C42 1.62623 1.43500 1.13765
C43 1.76276 2.70990 0.61592
C44 2.98088 3.11154 0.08749
C45 4.05819 2.23822 0.10610
C46 3.92904 0.96561 0.64535
C47 3.37583 -2.36008 1.19679
C48 4.11784 -2.24075 0.02774
C49 4.82151 -3.32500 -0.47554
C50 4.77076 -4.55475 0.15876
C51 3.98709 -4.70377 1.29538
C52 3.29172 -3.61944 1.80034
P4 4.27022 -0.34731 4.65735
C53 5.61677 -0.02565 3.46129
C54 6.25827 1.20432 3.32762
C55 7.34673 1.33889 2.47861
C56 7.82114 0.24658 1.76760
C57 7.22659 -0.99588 1.94033
C58 6.14491 -1.13227 2.79523
C59 3.64252 1.32911 5.07500
C60 3.34980 2.32663 4.14582
C61 2.80338 3.53100 4.55929
C62 2.53917 3.75627 5.90334
C63 2.83319 2.77499 6.83665
C64 3.38361 1.57002 6.42318
H43 2.70202 -2.05400 4.00406
H44 1.93879 -0.50899 4.19214
H45 0.66789 1.11838 1.54101
H46 0.91419 3.38309 0.60692
H47 3.09021 4.09924 -0.34302
H48 5.01518 2.54651 -0.29743
H49 4.79415 0.32011 0.67075
H50 4.15509 -1.30102 -0.49879
H51 5.40989 -3.20383 -1.37728
H52 5.32362 -5.39735 -0.23687
H53 3.90887 -5.66749 1.78223
H54 2.67076 -3.75252 2.67889
H55 5.90692 2.06289 3.88345
H56 7.82831 2.30344 2.37423
H57 8.66315 0.35800 1.09610
H58 7.60639 -1.86184 1.41359
H59 5.70103 -2.10848 2.94829
H60 3.54686 2.16337 3.09648
H61 2.57875 4.29468 3.82483
H62 2.10314 4.69456 6.22171
H63 2.63148 2.94590 7.88640
H64 3.61294 0.79959 7.14969
C65 1.46208 -4.59952 -1.93249
C66 1.24661 -3.46057 -2.90889
O4 2.14368 -2.41796 -2.57026
C67 2.23240 -1.41163 -3.55109
C68 3.26577 -0.38262 -3.13500
H65 0.74256 -5.39698 -2.11877
H66 1.32457 -4.24117 -0.91088
H67 2.47525 -4.98834 -2.02468
H68 0.21032 -3.09863 -2.86036
H69 1.43532 -3.79275 -3.93985
H70 1.25612 -0.91945 -3.65952
H71 2.51015 -1.85966 -4.51864
H72 2.91785 0.16141 -2.25609
H73 3.42059 0.33278 -3.94379
H74 4.21394 -0.87232 -2.91182

Atom charges from the Löwdin analysis, given in e for atoms 1 to 99:
1. Tl 0.837
2. C -0.048
3. C -0.562
4. C -0.055
5. C -0.071
6. C -0.193
7. C -0.110
8. C -0.515
9. Br 0.725
10. C -0.428
11. O -0.303
12. C -0.089
13. C -0.002
14. C -0.519
15. C -0.047
16. C -0.062
17. C -0.065
18. H 0.081
19. H 0.087
20. H 0.078
21. H 0.079
22. H 0.073
23. H 0.089
24. H 0.081
25. H 0.087
26. H 0.082
27. H 0.094
28. H 0.087
29. H 0.082
30. H 0.077
31. H 0.081
32. H 0.073
33. H 0.078
34. H 0.092
35. H 0.040
36. H 0.089
37. H 0.082
38. O -0.407
39. P 0.723
40. C -0.267
41. P 0.727
42. O -0.405
43. C -0.254
44. C -0.079
45. C -0.072
46. C -0.077
47. C -0.072
48. C -0.067
49. C -0.294
50. C -0.051
51. C -0.058
52. C -0.074
53. C -0.080
54. C -0.098
55. C -0.293
56. C -0.053
57. C -0.053
58. C -0.066
59. C -0.076
60. C -0.086
61. C -0.258
62. C -0.073
63. C -0.075
64. C -0.078
65. C -0.075
66. C -0.080
67. H 0.043
68. H 0.074
69. H 0.085
70. H 0.107
71. H 0.106
72. H 0.106
73. H 0.104
74. H 0.113
75. H 0.109
76. H 0.105
77. H 0.104
78. H 0.111
79. H 0.095
80. H 0.089
81. H 0.106
82. H 0.105
83. H 0.112
84. H 0.110
85. H 0.107
86. H 0.105
87. H 0.106
88. H 0.095
89. C -0.489
90. P 1.003
91. C -0.405
92. C -0.162
93. C -0.081
94. C -0.078
95. C -0.072
96. C -0.103
97. C -0.387
98. C -0.101
99. C -0.084

no.,orbital gap (eV),DFT total energy (hartree)
1,7.14,-5534.254164
2,5.98,-4051.243743
3,6.69,-7048.602036